Arrangement i

Density functional theory data (ωB97M-V with the def2-TZVPD basis set) for a gas-phase ion, C2H8NS (charge +1).

As for the structure (SMILES): [NH3+]CCS. Its spin multiplicity is 1. For the LUMO energy, the calculation gives -0.1485 Ha. The orbital gap is 9.09 eV. As for the total charge: +1.

Atoms and positions in Å:
1 S -0.472 2.402 0.413
2 H -0.480 -1.894 -0.459
3 H 0.938 -1.715 0.331
4 C 0.321 0.040 -0.602
5 H 0.909 -1.825 -1.343
6 H -0.207 0.286 -1.521
7 C -0.390 0.592 0.614
8 H 1.336 0.429 -0.667
9 H 0.154 0.337 1.523
10 H -1.400 0.186 0.682
11 N 0.440 -1.463 -0.517
12 H -1.150 2.626 1.546



Arrangement ii

Density functional theory data (ωB97M-V with the def2-TZVPD basis set) for 2 unconnected molecules or ions with the total composition C2H8NS.

Its spin multiplicity is 1. For the LUMO energy, the calculation gives -0.1778 Ha. The orbital gap is 8.76 eV. As for the total charge: +1.

Atoms and positions in Å:
1 H 1.279 -0.878 1.057
2 N 1.002 -0.083 0.426
3 H 0.952 -0.947 -1.641
4 C 1.673 -0.292 -0.993
5 H -2.488 0.565 1.832
6 H -3.856 0.578 0.583
7 S -1.847 -0.088 -0.466
8 H 2.735 -0.720 -1.066
9 H 1.786 0.626 -1.515
10 C -2.776 0.518 0.757
11 H 1.500 0.752 0.800
12 H 0.039 -0.031 0.227



List of relative energies, unit kJ/mol: arrangement i 0.0; arrangement ii 143.4



Arrangement i

Density functional theory data (ωB97M-V with the def2-TZVPD basis set) for a molecular structure, H2LiO.

Its spin multiplicity is 1. For the LUMO energy, the calculation gives -0.1829 Ha. The orbital gap is 14.27 eV. As for the total charge: +1.

Atoms and positions in Å:
1 Li 0.198 -0.246 1.405
2 H 0.220 0.818 -0.617
3 O 0.121 -0.032 -0.132
4 H -0.539 -0.541 -0.655



Arrangement ii

Density functional theory data (ωB97M-V with the def2-TZVPD basis set) for a molecular structure, H2LiO.

Its spin multiplicity is 1. For the LUMO energy, the calculation gives -0.1857 Ha. The orbital gap is 13.04 eV. As for the total charge: +1.

Atoms and positions in Å:
1 O -0.030 -0.131 -0.205
2 H -0.102 -1.045 -0.565
3 H 0.848 0.188 -0.516
4 Li -0.716 0.988 1.286



List of relative energies, unit kJ/mol: arrangement i 32.0; arrangement ii 0.0